# 1
Below is a cluster of 2 separate species, C4H10N2 in total, with properties calculated with the ωB97M-V functional and the def2-TZVPD basis.

Geometry (Å):
1 C 6.060658 0.116829 0.102380
2 C 5.298058 -0.667335 0.862201
3 N 3.896627 -0.655080 0.861929
4 H 5.651647 0.567729 -0.800506
5 H 7.057117 0.448776 0.359428
6 H 5.830480 -1.313614 1.551460
7 H 3.598288 -0.156429 0.046048
8 H 3.527924 -0.665652 1.789252
9 C -5.759792 0.988587 -1.460132
10 C -5.395479 0.146895 -0.489265
11 N -4.112450 0.026775 -0.005880
12 H -5.080859 1.807547 -1.674783
13 H -6.712363 0.932319 -1.947523
14 H -6.128266 -0.503814 -0.019331
15 H -3.424210 0.644119 -0.396470
16 H -3.974924 -0.365013 0.903650

Forces on atoms 1 to 2 (eV/Å):
C -0.2 0.3 -0.8
C 0.5 0.7 0.5

Properties
HOMO-LUMO gap = 9.249 eV
total charge = 0
HOMO energy = -8.0968 eV
F_max = 2.8 eV/Å
relative energy (zero: lowest compared OMol25 entry of this formula, charge and spin) = 55.1 kcal/mol
LUMO level = 1.2 eV
calculated total energy = -7288.2317 eV
SMILES string = C=CN.C=CN
spin multiplicity = 1



# 2
Below is a cluster of 2 separate species, C8H11BF2NO6 in total, with properties calculated with the ωB97M-V functional and the def2-TZVPD basis.

Geometry (Å):
1 C 2.918554 -1.333886 -1.055436
2 O 2.857889 0.102571 -0.744053
3 C 2.152153 0.872900 -1.780366
4 C 0.536599 0.597659 -1.853076
5 C -0.044118 -0.734964 -2.611151
6 C -1.069473 -1.250993 -1.395129
7 C -1.639288 0.212579 -0.925469
8 O -2.870986 0.726344 -0.855660
9 N -0.312802 0.935832 -0.610029
10 H 2.826368 -1.583110 -2.213287
11 H 1.948554 -1.822151 -0.560845
12 H 3.887937 -1.867119 -0.626960
13 H 2.660932 0.796590 -2.857657
14 H 2.277145 2.021116 -1.477466
15 H 0.171060 1.465713 -2.586433
16 H -0.668326 -0.447276 -3.575139
17 H 0.687881 -1.639764 -2.834416
18 H -1.805022 -2.101016 -1.719346
19 H -0.501433 -1.769387 -0.486109
20 H 0.125255 0.474482 0.217250
21 B -2.544992 0.845450 4.049914
22 O -2.303132 -0.191150 3.040623
23 C -1.077014 0.019343 2.542921
24 O -0.562064 -0.669816 1.677336
25 C -0.482614 1.162181 3.181041
26 O 0.626969 1.616681 2.954000
27 O -1.333917 1.672529 4.081255
28 F -2.768207 0.234883 5.351225
29 F -3.693908 1.653779 3.672463

Forces on atoms 1 to 2 (eV/Å):
C -1.2 -1.1 0.0
O -0.2 -0.8 -2.2

Properties
HOMO-LUMO gap = 9.594 eV
total charge = -1
HOMO energy = -6.8448 eV
F_max = 8.8 eV/Å
LUMO level = 2.7 eV
calculated total energy = -28364.7060 eV
spin multiplicity = 1



# 3
Below is a structure of composition C42H34I2N6O3S2Ti, with properties calculated with the ωB97M-V functional and the def2-TZVPD basis.

Geometry (Å):
1 Ti 0.905051 -0.749655 0.528461
2 C -0.709526 2.451928 2.301014
3 C 0.402699 1.533591 2.729821
4 O 0.666294 0.532161 2.075988
5 N 1.057226 1.810533 3.877858
6 C 2.182353 1.003968 4.342607
7 C 3.486775 1.463844 3.738335
8 C 4.433172 2.203603 4.436349
9 C 5.578436 2.603927 3.760286
10 C 5.730402 2.263500 2.427044
11 C 4.723195 1.525722 1.813057
12 N 3.637276 1.129107 2.460484
13 H -1.642644 2.051817 2.706233
14 H -0.778194 2.412028 1.213788
15 H -0.576210 3.474871 2.655041
16 H 0.934415 2.736347 4.252416
17 H 2.000405 -0.025265 4.025960
18 H 2.199890 1.040907 5.433121
19 H 4.280463 2.450846 5.480153
20 H 6.342387 3.177713 4.272356
21 H 6.603915 2.563472 1.864045
22 H 4.779163 1.246012 0.765695
23 I -2.075236 -1.177808 2.930047
24 C -2.143660 -2.977801 1.853788
25 C -2.934416 -3.927227 2.444613
26 C -3.229739 -5.131463 1.777814
27 C -2.770159 -5.308682 0.508236
28 C -1.962568 -4.329889 -0.120207
29 C -1.582628 -4.520618 -1.469572
30 C -0.840227 -3.571283 -2.100994
31 C -0.351054 -2.458044 -1.386961
32 C -0.648397 -2.220880 -0.057217
33 C -1.552067 -3.142912 0.563846
34 H -3.354783 -3.742885 3.423706
35 H -3.837010 -5.883344 2.267056
36 H -3.013154 -6.204125 -0.054279
37 H -1.916139 -5.416889 -1.982173
38 H -0.576273 -3.687993 -3.147352
39 H 0.282213 -1.763920 -1.934490
40 S 1.317817 -2.223319 2.605860
41 C 2.021974 -3.674705 1.968606
42 C 1.980825 -4.842056 2.796878
43 N 1.964067 -5.775315 3.474064
44 C 2.634664 -3.708211 0.753246
45 S 2.811319 -2.307643 -0.244505
46 C 3.239955 -4.927766 0.299733
47 N 3.722959 -5.905042 -0.075266
48 I 5.117897 1.046133 -3.625310
49 C 3.851853 1.557611 -2.034764
50 C 3.756190 2.921324 -1.664430
51 C 2.863642 3.140853 -0.590689
52 C 2.194891 2.108235 -0.002263
53 N 2.319774 0.771919 -0.339020
54 C 3.164931 0.562424 -1.407766
55 H 4.282551 3.707769 -2.181127
56 H 2.675459 4.143335 -0.220373
57 H 1.534711 2.337311 0.816033
58 H 3.280113 -0.459767 -1.736741
59 C -3.320969 -1.717349 -4.119146
60 C -3.553159 -1.118770 -2.757515
61 C -3.995608 -1.936452 -1.728895
62 C -4.169476 -1.424019 -0.451845
63 C -3.852295 -0.106829 -0.201667
64 C -3.404942 0.728744 -1.226170
65 N -3.133133 2.061144 -0.874660
66 C -2.154698 2.909986 -1.394894
67 C -2.439778 4.276830 -1.467783
68 C -1.519867 5.166992 -1.996405
69 C -0.315747 4.700916 -2.505043
70 C -0.030213 3.345654 -2.434077
71 C -0.911364 2.445776 -1.844789
72 C -0.390567 1.023596 -1.662688
73 O 0.086674 0.453193 -2.640601
74 O -0.458063 0.586654 -0.467098
75 C -3.306704 0.244829 -2.535015
76 C -2.993560 1.136821 -3.706653
77 H -3.366223 -2.804895 -4.060119
78 H -2.338084 -1.441671 -4.506118
79 H -4.065726 -1.384944 -4.849195
80 H -4.156429 -2.990682 -1.917272
81 H -4.478335 -2.070906 0.360670
82 H -3.888200 0.279101 0.809778
83 H -3.699232 2.434449 -0.133290
84 H -3.411211 4.624961 -1.131811
85 H -1.760363 6.223613 -2.037402
86 H 0.403699 5.384616 -2.937870
87 H 0.913283 2.957844 -2.797782
88 H -3.300576 2.165319 -3.516189
89 H -3.529106 0.789810 -4.592028
90 H -1.927236 1.147396 -3.944611

Forces on atoms 1 to 2 (eV/Å):
Ti 0.4 -0.6 -0.6
C 0.0 -0.1 0.1

Properties
HOMO-LUMO gap (spin up / spin down) = 3.415 / 5.410 eV
total charge = -2
HOMO energy (spin up / spin down) = 0.1650 / -1.8350 eV
F_max = 1.0 eV/Å
relative energy (zero: lowest compared OMol25 entry of this formula, charge and spin) = 21.2 kcal/mol
LUMO level (spin up / spin down) = 3.6 / 3.6 eV
calculated total energy = -120180.4356 eV
spin multiplicity = 3



# 4
Below is a structure of composition C25H33BaN2P, with properties calculated with the ωB97M-V functional and the def2-TZVPD basis.

Geometry (Å):
1 C 1.094613 2.632018 -3.203341
2 C -0.182995 2.165950 -2.899420
3 C -0.340452 1.065782 -2.066684
4 C 0.780966 0.432708 -1.543567
5 C 2.060218 0.883465 -1.821054
6 C 2.211432 2.009571 -2.656464
7 C -1.755731 0.575051 -1.755169
8 C -1.637746 -0.935628 -1.407162
9 N -1.526074 -2.168273 -2.141874
10 Ba -0.405715 -1.746605 0.801162
11 C 3.234087 0.159123 -1.240332
12 P 2.553100 -1.448043 -0.611356
13 H -1.076601 2.634918 -3.316319
14 H 3.233856 2.373998 -2.872400
15 H 1.210085 3.487870 -3.882233
16 H 3.674967 0.684948 -0.380271
17 H 4.042218 -0.030670 -1.965282
18 H -2.097773 1.050155 -0.802692
19 H -2.511595 0.782762 -2.528952
20 H -0.463709 -0.819426 -1.278361
21 C 4.095014 -2.122000 0.103353
22 C 2.603329 -2.346281 -2.212550
23 H -2.272558 -1.146826 -0.491605
24 C -1.160003 -1.886291 -3.553320
25 C -2.545280 -3.258612 -1.980035
26 H 1.089514 -3.198833 2.172882
27 H -1.710881 -2.516744 -4.269859
28 H -1.335852 -0.850875 -3.815804
29 H -0.086736 -2.070915 -3.717183
30 H -2.895382 -3.616852 -2.971606
31 H -2.132427 -4.174597 -1.486735
32 H -3.430100 -2.981279 -1.397352
33 H 3.619674 -2.299949 -2.630298
34 H 2.325396 -3.393635 -2.035751
35 H 1.899209 -1.909180 -2.928634
36 H 4.930571 -2.056829 -0.609173
37 H 4.346257 -1.561723 1.013502
38 H 3.922409 -3.172102 0.372262
39 H 0.606715 -3.829409 1.821384
40 C 0.327243 5.004778 2.467704
41 C 0.586005 4.360098 1.247046
42 C -0.012432 3.137026 0.953864
43 C -0.833828 2.477677 1.907905
44 C -1.165973 3.196018 3.092393
45 C -0.569492 4.425125 3.375134
46 N -1.239266 1.188704 1.664166
47 C -1.678752 0.372734 2.694927
48 C -0.917228 0.242888 3.886569
49 C -0.985915 -0.957830 4.612350
50 C -1.911254 -1.948097 4.234680
51 C -2.807401 -1.727599 3.183521
52 C -2.716888 -0.567840 2.424250
53 H 0.816383 5.953616 2.703359
54 H 1.261237 4.814925 0.520453
55 H 0.161052 2.625047 0.007033
56 H -1.867212 2.762540 3.808014
57 H -0.800234 4.938345 4.311396
58 H -0.282263 1.058771 4.206944
59 H -0.339467 -1.088330 5.473674
60 H -1.948081 -2.882064 4.808889
61 H -3.602227 -2.464566 2.973593
62 H -3.440052 -0.318724 1.630414

Forces on atoms 1 to 2 (eV/Å):
C 0.1 0.4 -0.2
C -0.2 0.0 -0.1

Properties
HOMO-LUMO gap (spin up / spin down) = 5.335 / 5.340 eV
total charge = 0
HOMO energy (spin up / spin down) = -6.1018 / -6.1017 eV
F_max = 3.3 eV/Å
relative energy (zero: lowest compared OMol25 entry of this formula, charge and spin) = 35.9 kcal/mol
LUMO level (spin up / spin down) = -0.8 / -0.8 eV
calculated total energy = -39417.7157 eV
spin multiplicity = 1



# 5
Below is a structure of composition CH6N2OP2S, with properties calculated with the ωB97M-V functional and the def2-TZVPD basis.

Geometry (Å):
1 C 0.333021 -0.283721 -1.876974
2 N 0.496533 0.846883 1.680942
3 N 0.323338 0.277316 -0.577729
4 O -0.064859 -1.246066 3.301187
5 P 1.133275 -0.337131 0.738219
6 P 0.964759 0.771614 3.188302
7 S 0.269459 -2.189213 1.897432
8 H 0.592000 0.326095 -2.725555
9 H 0.960101 -1.273448 -1.753130
10 H -0.634536 -0.730644 -2.253343
11 H 0.048179 1.206404 -0.344140
12 H -0.926761 -0.851389 3.195843
13 H 0.337524 1.944890 3.651841

Forces on atoms 1 to 2 (eV/Å):
C -0.4 -3.6 -0.5
N 0.1 0.5 1.3

Properties
HOMO-LUMO gap = 7.440 eV
total charge = 0
HOMO energy = -7.9994 eV
F_max = 3.7 eV/Å
relative energy (zero: lowest compared OMol25 entry of this formula, charge and spin) = 29.5 kcal/mol
LUMO level = -0.6 eV
calculated total energy = -35572.3126 eV
spin multiplicity = 1



# 6
Below is a cluster of 2 separate species, C4H5BBrNO2S in total, with properties calculated with the ωB97M-V functional and the def2-TZVPD basis.

Geometry (Å):
1 B -0.494153 1.757157 -0.232336
2 C -0.771799 0.211250 -0.185649
3 C -1.004347 -0.954682 -0.413948
4 C 1.630043 -0.401995 0.963780
5 C -1.269617 -2.322857 -0.254020
6 N 1.484351 -0.124824 2.070330
7 O -0.420094 2.603834 -1.299324
8 O -0.441569 2.282170 1.030135
9 S 1.971189 -0.657119 -0.711654
10 Br 4.049601 -0.856034 -0.522747
11 H -2.035563 -2.371934 0.522956
12 H -1.821454 -2.797125 -1.106724
13 H -0.480385 -3.028700 -0.133010
14 H -0.181006 3.434697 -0.898586
15 H -0.215201 3.226161 1.170793

Forces on atoms 1 to 2 (eV/Å):
B -0.8 -0.5 1.2
C -0.5 0.9 -1.7

Properties
HOMO-LUMO gap (spin up / spin down) = 6.387 / 6.471 eV
total charge = 0
HOMO energy (spin up / spin down) = -6.2188 / -9.8765 eV
F_max = 7.0 eV/Å
LUMO level (spin up / spin down) = 0.2 / -3.4 eV
calculated total energy = -91364.7803 eV
spin multiplicity = 3



# 7
Below is the molecule C6H10ClN, with properties calculated with the ωB97M-V functional and the def2-TZVPD basis.

Geometry (Å):
1 C 1.930010 -0.100923 1.843997
2 C 0.903575 0.394274 1.183766
3 Cl 0.809531 2.114627 0.864049
4 C -0.178513 -0.434888 0.577531
5 C -1.624482 0.190063 0.527140
6 C -1.418245 0.364199 -0.974036
7 C -0.200053 -0.500718 -0.947501
8 N 0.910308 0.035804 -1.727571
9 H 2.133182 -1.176473 1.850699
10 H 2.699532 0.542612 2.260442
11 H -0.233857 -1.367303 1.121328
12 H -1.823865 1.099547 1.116240
13 H -2.297502 -0.597965 0.756071
14 H -2.295327 0.130260 -1.601403
15 H -1.009403 1.334412 -1.200737
16 H -0.469148 -1.542568 -1.201873
17 H 0.568718 0.217148 -2.684118
18 H 1.595537 -0.702108 -1.764025

Forces on atoms 1 to 2 (eV/Å):
C 0.9 -0.1 0.0
C -0.2 0.0 -0.4

Properties
HOMO-LUMO gap = 10.001 eV
total charge = 0
HOMO energy = -9.0598 eV
F_max = 1.8 eV/Å
relative energy (zero: lowest compared OMol25 entry of this formula, charge and spin) = 28.2 kcal/mol
LUMO level = 0.9 eV
calculated total energy = -20395.2487 eV
SMILES string = C=C(Cl)[C@H]1CC[C@H]1N
spin multiplicity = 1



# 8
Below is a cluster of 2 separate species, C21H31F3N6O8S2 in total, with properties calculated with the ωB97M-V functional and the def2-TZVPD basis.

Geometry (Å):
1 C 0.677087 3.889768 0.070198
2 C 1.474967 3.203226 1.277398
3 N 0.840708 1.941128 1.747749
4 C 1.248503 0.755563 1.014992
5 C 2.617615 0.175223 0.950904
6 C 3.807507 0.888517 1.683639
7 C 4.793977 1.727533 0.744147
8 N 6.165174 1.117661 0.657401
9 N 4.328101 1.953876 -0.640570
10 N 5.019264 3.081377 1.347663
11 C 2.961635 -1.100210 0.213783
12 N 4.311154 -1.625139 0.244691
13 C 4.959559 -1.362867 -0.790040
14 O 5.383015 -1.252799 -1.864017
15 C 1.877059 -1.836958 -0.508649
16 S 2.095208 -3.406155 -1.395058
17 O 3.470804 -3.695110 -1.803806
18 O 1.232652 -3.525870 -2.573136
19 C 1.597370 -4.820867 -0.248618
20 F 2.351495 -5.948495 -0.547270
21 F 0.285942 -5.191057 -0.420332
22 F 1.853308 -4.531761 1.079770
23 C 0.515709 -1.249453 -0.462955
24 C 0.166099 0.013442 0.260524
25 C -1.369723 0.327667 0.081751
26 O -2.121786 1.039197 0.686508
27 N -1.730629 -0.534866 -1.033716
28 C -1.502687 -0.026827 -2.421760
29 C -2.069323 1.420464 -2.712737
30 C -2.446844 1.593677 -4.261741
31 C -0.846582 2.442325 -2.475057
32 C -0.871994 -1.731916 -1.042911
33 O -1.262651 -2.799809 -1.411601
34 H 1.098424 3.613915 -0.932447
35 H -0.432655 3.674789 0.164574
36 H 0.761847 5.012907 0.229473
37 H 1.365754 3.942618 2.134889
38 H 2.578663 3.140638 1.073336
39 H 1.159291 1.823183 2.723465
40 H 4.407366 0.131312 2.280336
41 H 3.351491 1.627976 2.413375
42 H 6.361264 1.037273 -0.351332
43 H 6.141414 0.168032 1.043876
44 H 4.126553 1.086969 -1.147350
45 H 3.469348 2.508905 -0.693026
46 H 6.022001 3.260653 1.429820
47 H 4.643049 3.798727 0.712669
48 H -2.053657 -0.742366 -3.113285
49 H -0.421791 -0.042686 -2.758275
50 H -2.904494 1.711199 -2.019866
51 H -1.479723 1.387040 -4.822138
52 H -3.294414 0.933511 -4.586331
53 H -2.656962 2.693522 -4.446594
54 H -1.190088 3.407359 -2.014436
55 H -0.129452 1.954298 -1.737487
56 H -0.268101 2.571920 -3.433748
57 O -7.379935 -2.536800 1.902612
58 S -6.179033 -2.651488 2.679089
59 O -6.029614 -1.983883 3.939341
60 O -4.918914 -2.290654 1.748890
61 C -4.924776 -1.042093 1.045573
62 C -4.558510 0.114591 1.954614
63 C -5.801798 -4.364119 2.899582
64 H -5.891296 -0.875584 0.563034
65 H -4.178728 -1.126182 0.252763
66 H -5.335786 0.288172 2.701913
67 H -4.433609 1.030420 1.377675
68 H -3.633206 -0.094951 2.493871
69 H -5.856481 -4.863630 1.934303
70 H -6.540072 -4.783153 3.582021
71 H -4.805059 -4.452825 3.328075

Forces on atoms 1 to 2 (eV/Å):
C 0.3 0.4 1.0
C -0.8 1.8 -0.1

Properties
HOMO-LUMO gap = 8.370 eV
total charge = 0
HOMO energy = -9.9540 eV
F_max = 4.7 eV/Å
relative energy (zero: lowest compared OMol25 entry of this formula, charge and spin) = 0.0 kcal/mol
LUMO level = -1.6 eV
calculated total energy = -77417.8688 eV
spin multiplicity = 1